Run i
Molecular formula: C4H3NO2
Method: DFT, ωB97M-V/def2-TZVPD

Structure (XYZ):
```
10
Properties=species:S:1:pos:R:3
C -1.016 -0.114 0.687
N 0.225 -0.600 -1.379
C 1.207 0.269 -0.985
O 1.110 0.782 0.285
H -1.833 -0.258 1.430
C 0.146 0.470 1.146
H 0.369 0.956 2.120
O 2.156 0.588 -1.689
C -0.827 -0.646 -0.618
H -1.537 -1.447 -0.997
```

Values from the calculation:
HOMO-LUMO gap   9.48 eV
LUMO energy   -0.44 eV

Löwdin population analysis, charges in e, atoms 1 to 6: -0.030, 0.153, -0.518, 0.088, 0.121, -0.073

***

Run ii
Molecular formula: C4H3NO2
Method: DFT, ωB97M-V/def2-TZVPD

Structure (XYZ):
```
10
Properties=species:S:1:pos:R:3
H 0.306 1.446 -0.220
O -2.110 1.089 0.287
C 1.014 -0.194 0.991
H 1.074 0.452 1.887
N 0.605 -0.892 -2.395
O 1.600 -1.239 0.917
H -1.720 -0.879 0.003
C 0.455 -0.314 -1.406
C -1.370 0.167 0.085
C 0.146 0.365 -0.149
```

Values from the calculation:
HOMO-LUMO gap   10.47 eV
LUMO energy   -0.42 eV

Löwdin population analysis, charges in e, atoms 1 to 6: 0.155, 0.096, -0.206, 0.137, 0.188, 0.097

***

Least stable structure: run ii